No. 1
{
  "formula": "C2H9N2P",
  "method": "ωB97M-V/def2-TZVPD",
  "charge": 0,
  "lumo_ev": 0.9,
  "symbols": ["C", "C", "N", "N", "P", "H", "H", "H", "H", "H", "H", "H", "H", "H"],
  "coordinates": [[-1.609, -0.738, -0.788], [0.305, 0.601, 0.046], [0.389, -0.579, -1.903], [-0.248, -0.165, -0.875], [-0.816, 1.420, 1.236], [-1.703, -0.889, 0.276], [-2.233, 0.054, -0.995], [-1.689, -1.594, -1.371], [2.249, -1.149, 1.120], [1.358, 0.595, 0.186], [2.914, -1.300, 1.680], [1.445, -0.295, -1.907], [-0.398, 2.678, 0.912], [0.035, 1.362, 2.384]]
}


No. 2
{
  "formula": "C14H22F6HgN10O6SSb",
  "method": "ωB97M-V/def2-TZVPD",
  "charge": -1,
  "lumo_ev": 2.2,
  "symbols": ["Hg", "N", "C", "C", "C", "C", "N", "C", "N", "N", "C", "O", "O", "H", "H", "H", "H", "H", "H", "H", "H", "H", "H", "H", "H", "H", "H", "N", "C", "N", "C", "N", "N", "C", "N", "C", "C", "C", "C", "C", "N", "H", "H", "H", "H", "H", "H", "H", "H", "F", "Sb", "F", "F", "F", "F", "F", "O", "S", "O", "O", "O"],
  "coordinates": [[0.821, 0.247, -0.795], [0.229, -1.942, -1.705], [1.149, -2.904, -1.075], [0.526, -4.313, -0.906], [-0.725, -4.479, 0.008], [-0.524, -4.957, 1.468], [-0.214, -3.924, 2.451], [-1.091, -3.023, 2.884], [-2.399, -3.293, 2.914], [-0.630, -1.914, 3.484], [1.620, -2.405, 0.306], [2.363, -3.158, 0.960], [1.103, -1.337, 0.750], [-0.698, -2.051, -1.300], [0.163, -2.099, -2.702], [2.040, -2.989, -1.699], [1.327, -4.963, -0.548], [0.240, -4.650, -1.905], [-1.376, -5.213, -0.468], [-1.292, -3.546, 0.050], [0.295, -5.675, 1.503], [-1.433, -5.465, 1.800], [0.767, -3.618, 2.415], [-2.774, -4.032, 2.343], [-3.045, -2.536, 3.062], [0.215, -1.533, 3.052], [-1.310, -1.204, 3.704], [2.879, 1.339, 1.829], [1.963, 2.277, 1.515], [2.160, 3.513, 1.978], [1.243, 4.395, 1.630], [1.425, 5.681, 2.036], [0.111, 4.125, 0.963], [-0.037, 2.855, 0.631], [0.810, 1.873, 0.924], [-1.252, 2.506, -0.167], [-2.283, 3.423, -0.323], [-3.340, 3.110, -1.161], [-3.330, 1.897, -1.828], [-2.279, 1.027, -1.589], [-1.275, 1.314, -0.774], [3.778, 1.735, 2.055], [2.930, 0.589, 1.146], [2.370, 5.901, 2.303], [0.914, 6.378, 1.522], [-2.236, 4.356, 0.219], [-4.157, 3.805, -1.299], [-4.115, 1.626, -2.519], [-2.242, 0.057, -2.065], [-2.484, -1.329, 0.446], [-4.336, -1.758, 0.147], [-3.701, -3.448, -0.476], [-4.376, -2.535, 1.909], [-4.358, -1.118, -1.632], [-4.770, -0.081, 0.899], [-6.147, -2.255, -0.049], [1.267, 1.542, -2.380], [2.706, 1.688, -1.871], [2.782, 2.825, -0.955], [2.913, 0.393, -1.052], [3.650, 1.765, -2.958]]
}


No. 3
{
  "formula": "C3H3N5",
  "method": "ωB97M-V/def2-TZVPD",
  "charge": 0,
  "lumo_ev": -1.1,
  "symbols": ["C", "C", "C", "H", "H", "H", "N", "N", "N", "N", "N"],
  "coordinates": [[1.133, -0.212, -0.176], [0.011, -1.048, -0.867], [-1.037, 1.044, 0.476], [1.495, -1.433, 1.455], [0.240, -1.155, -2.187], [-1.686, 1.718, 0.960], [1.600, -0.410, 1.118], [-1.215, -1.043, -0.397], [-1.479, -0.207, 0.681], [-0.039, 1.676, -0.370], [0.978, 1.069, -0.693]]
}


No. 4
{
  "formula": "C11H44BClFO14S",
  "method": "ωB97M-V/def2-TZVPD",
  "charge": -1,
  "lumo_ev": 2.0,
  "symbols": ["C", "C", "C", "C", "C", "C", "C", "C", "B", "F", "S", "C", "C", "C", "Cl", "H", "H", "H", "H", "H", "H", "H", "H", "H", "H", "H", "H", "H", "H", "H", "H", "O", "H", "H", "O", "H", "H", "O", "H", "H", "O", "H", "H", "O", "H", "H", "O", "H", "H", "O", "H", "H", "O", "H", "H", "O", "H", "H", "O", "H", "H", "O", "H", "H", "O", "H", "H", "O", "H", "H", "O", "H", "H"],
  "coordinates": [[1.679, -1.548, -1.226], [2.860, -0.625, -1.084], [4.115, -1.094, -1.480], [5.244, -0.288, -1.355], [5.106, 0.985, -0.822], [3.855, 1.454, -0.437], [2.701, 0.672, -0.568], [1.343, 1.226, -0.182], [0.474, 1.704, -1.499], [-0.170, 2.984, -1.196], [1.660, 2.013, -3.023], [-0.714, 0.689, -1.990], [-1.520, 0.072, -0.849], [-2.866, -0.426, -1.290], [-3.777, -1.110, 0.156], [1.233, -1.488, -2.215], [2.003, -2.580, -1.088], [0.954, -1.343, -0.452], [4.184, -2.089, -1.889], [6.202, -0.666, -1.670], [5.965, 1.628, -0.686], [3.792, 2.455, -0.036], [0.804, 0.562, 0.496], [1.532, 2.143, 0.369], [0.775, 2.349, -3.975], [-1.408, 1.303, -2.583], [-0.353, -0.066, -2.685], [-1.616, 0.813, -0.052], [-0.978, -0.764, -0.406], [-3.484, 0.390, -1.648], [-2.800, -1.234, -2.006], [6.240, -2.939, -2.715], [7.019, -3.463, -2.502], [6.560, -2.295, -3.356], [-0.454, -3.418, -0.096], [-1.140, -3.007, 0.442], [-0.589, -4.366, 0.013], [-5.356, -3.501, 2.378], [-4.582, -4.037, 2.575], [-5.011, -2.783, 1.838], [2.690, 2.752, 2.276], [3.196, 2.355, 2.996], [2.438, 3.611, 2.635], [-3.365, 1.357, 2.282], [-3.078, 2.201, 1.915], [-3.421, 0.763, 1.520], [5.728, 3.242, 2.952], [5.159, 3.103, 2.183], [6.316, 3.955, 2.688], [1.491, -5.286, 0.398], [1.880, -5.819, -0.301], [1.749, -4.379, 0.192], [-5.958, 2.081, 4.243], [-5.536, 1.646, 3.490], [-5.644, 2.988, 4.181], [-7.962, -3.383, 0.143], [-8.080, -4.223, 0.597], [-7.166, -3.019, 0.544], [-3.715, -1.643, 4.501], [-4.621, -1.380, 4.686], [-3.578, -1.401, 3.580], [-0.032, 4.736, -4.921], [-0.178, 4.500, -3.996], [0.499, 5.535, -4.879], [-0.151, 3.986, 1.463], [-0.381, 3.437, 0.698], [0.669, 3.592, 1.779], [-8.537, 2.109, 5.996], [-8.091, 1.690, 5.250], [-8.233, 3.019, 5.950], [5.743, -3.315, -5.660], [5.115, -2.870, -5.081], [5.572, -4.249, -5.508]]
}


No. 5
{
  "formula": "C24H23ClOPRu",
  "method": "ωB97M-V/def2-TZVPD",
  "charge": 1,
  "lumo_ev": [-5.1, -5.7],
  "spin_multiplicity": 5,
  "symbols": ["C", "C", "C", "H", "C", "C", "H", "H", "H", "H", "Ru", "Cl", "P", "C", "C", "H", "C", "H", "C", "H", "C", "H", "C", "H", "C", "C", "H", "C", "H", "C", "H", "C", "H", "C", "H", "C", "C", "H", "C", "H", "C", "H", "C", "H", "C", "H", "C", "O", "H", "H", "H"],
  "coordinates": [[-3.662, 2.832, -0.480], [-2.918, 1.868, -1.191], [-3.298, 0.548, -0.777], [-2.185, 2.110, -1.930], [-4.324, 0.655, 0.231], [-4.485, 1.971, 0.345], [-5.275, 2.444, 1.246], [-3.576, 3.880, -0.442], [-2.907, -0.373, -1.152], [-4.744, -0.133, 0.786], [-2.378, 1.596, 0.875], [-2.139, 0.253, 2.669], [0.728, -0.428, 0.111], [0.613, -2.140, -0.542], [1.308, -2.602, -1.661], [1.964, -1.932, -2.200], [1.165, -3.919, -2.086], [1.710, -4.262, -2.958], [0.334, -4.793, -1.396], [0.227, -5.819, -1.728], [-0.363, -4.343, -0.280], [-1.018, -5.017, 0.261], [-0.236, -3.027, 0.140], [-0.791, -2.675, 1.000], [1.666, 0.409, -1.226], [0.926, 0.904, -2.312], [-0.151, 0.787, -2.317], [1.562, 1.532, -3.371], [0.978, 1.903, -4.206], [2.943, 1.700, -3.359], [3.439, 2.200, -4.183], [3.683, 1.227, -2.282], [4.760, 1.355, -2.264], [3.051, 0.582, -1.224], [3.637, 0.210, -0.394], [2.022, -0.617, 1.399], [2.806, -1.761, 1.562], [2.665, -2.607, 0.902], [3.769, -1.819, 2.564], [4.369, -2.715, 2.679], [3.967, -0.735, 3.411], [4.720, -0.783, 4.190], [3.191, 0.409, 3.257], [3.336, 1.257, 3.918], [2.220, 0.467, 2.269], [1.607, 1.353, 2.161], [-5.164, 3.583, 1.954], [-3.901, 2.739, 1.617], [-4.587, 4.282, 2.401], [-5.665, 3.193, 2.845], [-5.599, 4.250, 1.167]]
}


No. 6
{
  "formula": "C32H27BrCl3MoNO6P2SeSi",
  "method": "ωB97M-V/def2-TZVPD",
  "charge": 0,
  "lumo_ev": [-1.0, -1.4],
  "spin_multiplicity": 3,
  "symbols": ["Mo", "Br", "C", "C", "C", "C", "C", "N", "C", "O", "O", "H", "H", "H", "C", "C", "P", "C", "C", "C", "C", "C", "C", "C", "C", "C", "C", "C", "C", "P", "C", "C", "C", "C", "C", "C", "C", "C", "C", "C", "C", "C", "H", "H", "H", "H", "H", "H", "H", "H", "H", "H", "H", "H", "H", "H", "H", "H", "H", "H", "H", "H", "H", "H", "H", "H", "O", "Se", "O", "O", "O", "Cl", "Si", "Cl", "Cl"],
  "coordinates": [[-0.594, -1.475, 0.804], [-2.098, -0.762, 4.134], [-2.688, -2.296, 3.225], [-3.681, -3.074, 3.802], [-4.078, -4.213, 3.152], [-3.465, -4.547, 1.951], [-2.511, -3.711, 1.453], [-2.122, -2.582, 2.060], [-1.741, -4.050, 0.186], [-1.925, -5.008, -0.488], [-0.781, -3.143, -0.029], [-4.122, -2.774, 4.741], [-4.853, -4.837, 3.579], [-3.704, -5.442, 1.392], [2.338, 1.518, 0.112], [2.577, 0.036, -0.262], [1.140, -0.887, -0.932], [1.831, -2.369, -1.746], [3.161, -2.739, -1.603], [3.648, -3.871, -2.242], [2.805, -4.642, -3.023], [1.469, -4.280, -3.167], [0.984, -3.148, -2.534], [0.631, 0.028, -2.430], [-0.684, -0.070, -2.880], [-1.053, 0.527, -4.078], [-0.119, 1.234, -4.825], [1.191, 1.341, -4.373], [1.567, 0.730, -3.185], [1.398, 1.950, 1.669], [-0.393, 1.683, 1.172], [-0.727, 1.986, -0.262], [-1.931, 2.355, -0.655], [-3.079, 2.485, 0.299], [-2.592, 2.673, 1.723], [-1.368, 2.339, 2.117], [1.595, 3.773, 1.593], [2.364, 4.350, 2.606], [2.598, 5.720, 2.633], [2.052, 6.534, 1.651], [1.275, 5.975, 0.643], [1.049, 4.606, 0.611], [1.960, 2.079, -0.742], [3.317, 1.946, 0.341], [2.924, -0.524, 0.609], [3.371, -0.010, -1.007], [3.826, -2.158, -0.976], [4.686, -4.154, -2.116], [3.183, -5.528, -3.517], [0.799, -4.886, -3.764], [-0.060, -2.881, -2.649], [-1.430, -0.581, -2.280], [-2.076, 0.439, -4.426], [-0.408, 1.697, -5.760], [1.924, 1.892, -4.951], [2.597, 0.804, -2.857], [0.046, 1.844, -0.998], [-2.140, 2.516, -1.708], [-3.693, 3.339, 0.021], [-3.305, 3.086, 2.431], [-1.061, 2.450, 3.153], [2.778, 3.714, 3.382], [3.198, 6.151, 3.427], [2.232, 7.602, 1.669], [0.843, 6.609, -0.122], [0.433, 4.191, -0.176], [-4.888, -1.070, 0.652], [-3.529, -0.224, 0.882], [-3.991, 1.366, 0.137], [-0.515, 0.251, 1.381], [-2.382, -0.834, -0.255], [0.281, -4.061, 3.587], [1.076, -2.476, 2.483], [1.850, -1.186, 3.910], [2.791, -3.326, 1.647]]
}


No. 7
{
  "formula": "C2H7N2O",
  "method": "ωB97M-V/def2-TZVPD",
  "charge": 1,
  "lumo_ev": -5.0,
  "symbols": ["C", "N", "H", "H", "H", "H", "C", "N", "O", "H", "H", "H"],
  "coordinates": [[1.300, 2.165, -0.160], [1.516, 1.244, 0.693], [1.732, 3.139, 0.064], [0.612, 1.947, -0.971], [1.302, 0.302, 0.289], [1.790, 1.271, 1.666], [-0.752, -1.520, -0.212], [-2.041, -1.357, -0.044], [0.025, -0.563, -0.407], [-0.371, -2.526, -0.404], [-2.306, -0.394, 0.073], [-2.628, -2.160, 0.113]]
}


No. 8
{
  "formula": "C3H7N5O3",
  "method": "ωB97M-V/def2-TZVPD",
  "charge": 0,
  "smiles": "C/N=[N+](\\[O-])[N+](=O)[O-].CN=C=N",
  "lumo_ev": 0.1,
  "symbols": ["C", "N", "N", "O", "N", "O", "O", "H", "H", "H", "C", "N", "C", "N", "H", "H", "H", "H"],
  "coordinates": [[1.367, -2.444, -0.516], [2.157, -1.246, -0.500], [1.826, -0.344, 0.251], [0.965, -0.165, 1.076], [2.886, 0.910, 0.148], [3.690, 0.793, -0.702], [2.720, 1.678, 1.026], [1.974, -3.234, -0.950], [1.033, -2.714, 0.491], [0.480, -2.285, -1.136], [-2.048, 1.805, 0.621], [-1.175, 1.679, -0.486], [-0.055, 1.915, -0.822], [1.069, 1.821, -1.283], [-2.202, 0.813, 1.051], [-1.654, 2.470, 1.394], [-3.004, 2.185, 0.258], [1.514, 2.528, -1.839]]
}


No. 9
{
  "formula": "C5H41N2O13",
  "method": "ωB97M-V/def2-TZVPD",
  "charge": 1,
  "lumo_ev": -2.5,
  "symbols": ["N", "C", "C", "N", "C", "C", "C", "H", "H", "H", "H", "H", "H", "H", "H", "H", "H", "H", "H", "H", "H", "H", "H", "H", "O", "H", "H", "O", "H", "H", "O", "H", "H", "O", "H", "H", "O", "H", "H", "O", "H", "H", "O", "H", "H", "O", "H", "H", "O", "H", "H", "O", "H", "H", "O", "H", "H", "O", "H", "H", "O"],
  "coordinates": [[-1.963, -0.808, 1.491], [-1.414, 0.365, 0.642], [-0.218, -0.255, -0.165], [0.986, 0.385, 0.382], [2.096, 0.528, -0.708], [2.902, 1.833, -0.470], [2.595, 3.193, -1.108], [-2.003, -1.660, 0.886], [-1.414, -0.788, 2.376], [-2.862, -0.654, 1.951], [-2.267, 0.794, 0.098], [-1.129, 1.230, 1.240], [-0.092, -1.336, 0.070], [-0.378, -0.082, -1.254], [0.835, 1.257, 0.857], [1.509, 0.667, -1.660], [2.628, -0.452, -0.713], [3.937, 1.597, -0.688], [2.913, 2.095, 0.612], [3.113, 3.417, -2.044], [3.003, 3.953, -0.453], [1.509, 3.323, -1.216], [-1.380, -2.897, -2.475], [-2.921, -2.738, -2.640], [-2.192, -2.711, -2.006], [0.467, -0.824, -4.813], [0.066, -0.145, -3.511], [0.440, -0.991, -3.855], [-3.549, 3.053, -0.378], [-2.405, 3.979, 0.259], [-2.694, 3.081, 0.074], [2.035, -3.443, -2.885], [1.197, -2.181, -2.580], [1.451, -3.107, -2.203], [0.094, 1.820, -4.243], [-0.439, 2.168, -2.915], [0.234, 1.636, -3.306], [-3.016, 2.175, -2.328], [-1.906, 3.105, -1.917], [-2.247, 2.605, -2.696], [-2.286, -3.498, 1.631], [-3.285, -3.634, 0.540], [-3.060, -3.017, 1.271], [2.065, -2.430, 0.050], [2.870, -3.804, 0.354], [2.168, -3.201, 0.604], [0.979, -1.390, 2.675], [0.457, -0.404, 3.964], [0.302, -0.913, 3.182], [3.150, -1.753, 1.641], [2.933, -2.482, 2.906], [2.819, -1.595, 2.530], [-0.639, 4.053, 2.733], [-2.003, 3.319, 2.686], [-1.068, 3.251, 2.431], [-1.614, 1.998, 3.847], [-0.694, 0.918, 4.215], [-1.530, 1.053, 3.776], [0.637, -2.841, 1.698], [0.376, -3.762, 0.510], [-0.100, -3.057, 1.050]]
}


In the order shown, the computed max |F| values come out to 3.397, 4.168, 7.160, 1.218, 7.032, 2.586, 2.525, 0.935, 3.123 eV/A.